Formula: C26H26N4O4RuS2
Source: the Open Molecules 2025 dataset
Level of theory: ωB97M-V/def2-TZVPD

Output
**Energy relative to the best compared isomer or geometry (same formula, charge and spin)**: 0.0 kJ/mol
**Expectation value of S²**: 8.7616
**2S+1**: 6
**HOMO level (alpha / beta)**: -4.1 / -4.5 eV
**Molar mass**: 623.72 Da
**Strongest force on any atom**: 0.3 eV Å⁻¹
**HOMO-LUMO gap (alpha / beta)**: 6.81 / 6.74 eV
**Charge**: -1

Last column: Mulliken charge in e.
Geometry (Å):
Ru1 -0.223 0.293 0.838  1.25
O1 -0.955 1.154 -0.990  0.17
C1 -0.561 2.198 -1.624  0.01
C2 -0.642 2.219 -3.043  -0.69
C3 -0.241 3.306 -3.774  -0.54
C4 0.255 4.460 -3.152  -0.78
C5 0.330 4.473 -1.780  -0.71
C6 -0.059 3.376 -0.997  0.78
C7 0.056 3.521 0.434  -0.50
N1 -0.172 2.626 1.314  0.52
C8 0.043 2.950 2.706  -0.98
C9 1.115 2.016 3.251  -0.83
N2 0.696 0.651 2.984  -0.06
C10 1.330 -0.297 3.563  -0.04
C11 1.078 -1.704 3.404  0.49
C12 1.949 -2.600 4.045  -0.80
C13 1.758 -3.959 3.993  -0.70
C14 0.648 -4.448 3.288  -0.48
C15 -0.231 -3.603 2.663  -0.43
C16 -0.049 -2.195 2.683  0.53
O2 -0.896 -1.418 2.100  -0.91
H1 -1.013 1.322 -3.523  0.39
H2 -0.304 3.267 -4.856  0.37
H3 0.574 5.311 -3.738  0.38
H4 0.708 5.353 -1.267  0.30
H5 0.368 4.520 0.769  0.05
H6 -0.890 2.773 3.251  0.28
H7 0.328 4.003 2.835  0.41
H8 1.258 2.178 4.326  0.53
H9 2.064 2.208 2.737  0.29
H10 2.137 -0.045 4.265  0.26
H11 2.798 -2.191 4.583  0.32
H12 2.447 -4.639 4.475  0.38
H13 0.484 -5.518 3.225  0.36
H14 -1.071 -3.987 2.100  0.38
O3 0.927 -3.320 -0.882  -0.74
C17 0.959 -2.094 -0.909  -0.06
O4 0.017 -1.336 -0.476  -0.10
C18 2.073 -1.370 -1.636  0.16
C19 2.542 -1.981 -2.794  -0.72
C20 3.501 -1.383 -3.593  -0.52
C21 4.018 -0.151 -3.214  -0.54
C22 3.578 0.458 -2.053  -0.77
C23 2.604 -0.131 -1.239  1.06
S1 2.213 0.716 0.256  -0.54
H15 2.128 -2.948 -3.048  0.42
H16 3.842 -1.869 -4.499  0.36
H17 4.767 0.341 -3.823  0.34
H18 3.986 1.415 -1.753  0.40
C24 -5.118 -0.659 -1.651  -1.00
N3 -4.322 0.175 -0.776  -0.12
C25 -3.447 -0.231 0.167  0.42
S2 -3.062 0.842 1.425  -0.52
N4 -2.912 -1.449 0.114  -0.05
C26 -2.691 -2.225 -1.099  -1.22
H19 -5.863 -0.022 -2.124  0.37
H20 -5.637 -1.445 -1.096  0.30
H21 -4.522 -1.118 -2.441  0.30
H22 -4.630 1.119 -0.620  0.26
H23 -2.254 -1.637 0.875  0.50
H24 -3.579 -2.791 -1.394  0.36
H25 -1.872 -2.909 -0.895  0.37
H26 -2.365 -1.572 -1.910  0.25

Cartesian forces (eV/Å) of the 2 atoms listed first:
0.0 0.1 0.1
-0.2 0.1 0.0